{"formula": "C11H16I2N3Ni", "method": "the ωB97M-V functional and the def2-TZVPD basis", "elements": ["Ni", "N", "C", "C", "C", "N", "H", "H", "H", "H", "H", "H", "H", "H", "H", "H", "I", "C", "I", "H", "H", "N", "C", "C", "C", "C", "C", "C", "C", "H", "H", "H", "H"], "positions_angstrom": [[0.451, -0.365, 0.178], [-0.830, -0.553, 1.803], [-0.281, -0.863, 3.135], [0.563, -2.145, 3.058], [1.936, -1.997, 2.368], [1.833, -1.744, 0.911], [-1.412, 0.270, 1.801], [-1.531, -1.280, 1.561], [-1.068, -0.998, 3.867], [0.358, -0.035, 3.407], [0.026, -2.967, 2.593], [0.739, -2.529, 4.054], [2.508, -2.922, 2.542], [2.459, -1.183, 2.867], [1.578, -2.613, 0.455], [2.718, -1.467, 0.520], [3.315, -0.378, -2.219], [2.590, 1.491, -1.793], [2.115, 1.817, 0.209], [1.762, 1.783, -2.437], [3.441, 2.177, -2.050], [-3.797, 3.311, -4.324], [-3.229, 2.556, -3.670], [-2.482, 1.705, -2.766], [-2.553, 1.992, -1.377], [-1.682, 1.309, -0.545], [-0.766, 0.404, -0.991], [-0.715, 0.124, -2.341], [-1.563, 0.783, -3.224], [-3.296, 2.725, -1.055], [-1.725, 1.588, 0.483], [-0.028, -0.570, -2.748], [-1.433, 0.579, -4.271]], "forces_ev_per_angstrom": [[0.81, -0.98, 0.97], [-0.87, -0.80, -0.38], [0.52, -0.79, -0.46], [0.42, 0.10, -0.35], [-0.44, -0.39, 0.61], [-0.59, 0.18, 0.30], [0.04, 0.43, 0.29], [0.70, 0.33, 0.04], [-0.15, 0.16, 0.18], [0.09, 0.26, 0.35], [-0.40, 0.00, -0.31], [0.17, 0.17, 0.39], [-0.08, 0.34, -0.03], [0.20, 0.13, -0.30], [0.10, -0.20, -0.10], [0.49, -0.03, -0.07], [0.14, -1.24, -0.29], [1.03, 1.97, -1.05], [-0.08, 0.35, 0.74], [-0.15, -0.35, 0.28], [-0.92, -0.51, 0.52], [0.02, -0.14, -0.03], [0.02, -0.24, 0.21], [-0.09, 0.93, 0.72], [-0.23, -0.39, -1.34], [-1.36, 1.38, -0.01], [0.36, -0.49, -0.64], [-0.96, 0.75, -0.28], [0.38, -0.32, -0.20], [0.42, -0.23, 0.18], [-0.01, 0.20, 0.77], [0.67, -0.67, -0.33], [-0.27, 0.08, -0.36]], "multiplicity": 3, "gap_ha": [0.3073, 0.2835], "e_above_lowest_ev": 0.0000, "e_homo_ev": [-11.91, -12.00], "charge": 1, "lumo_ev": [-3.55, -4.29]}

{"formula": "C11H16N2O", "method": "the ωB97M-V functional and the def2-TZVPD basis", "elements": ["C", "C", "C", "C", "C", "C", "C", "C", "C", "C", "C", "N", "N", "O", "H", "H", "H", "H", "H", "H", "H", "H", "H", "H", "H", "H", "H", "H", "H", "H"], "positions_angstrom": [[3.291, 1.453, -0.264], [2.319, 0.646, -0.687], [2.521, 0.394, 1.431], [0.312, -3.509, -0.038], [1.047, -2.379, -0.362], [-0.967, -0.625, -0.617], [-3.063, 0.706, -0.219], [-1.315, 0.805, 1.377], [-0.934, 1.723, -1.059], [0.789, -1.099, 0.275], [-1.507, 0.614, -0.127], [3.375, 1.290, 1.093], [1.780, -0.083, 0.334], [-1.312, -1.462, -1.374], [3.645, 2.266, -0.844], [1.939, 0.467, -1.781], [2.539, -0.017, 2.356], [0.464, -4.445, -0.725], [-0.404, -3.656, 0.738], [1.696, -2.363, -1.236], [-3.326, 1.651, 0.092], [-3.466, 0.333, -1.176], [-3.466, -0.205, 0.440], [-1.839, 0.037, 1.762], [-0.333, 0.681, 1.634], [-1.740, 1.792, 1.564], [-1.246, 2.759, -0.768], [0.138, 1.870, -1.019], [-1.319, 1.474, -2.019], [0.379, -1.120, 1.220]], "forces_ev_per_angstrom": [[-0.93, 0.31, 0.69], [-2.19, -1.84, -4.54], [-0.60, -0.15, -2.70], [2.69, -0.11, -3.21], [-1.44, -2.22, 0.91], [3.40, -2.36, 0.44], [0.40, -5.78, -0.52], [0.14, 2.30, -2.84], [-0.04, 1.01, 1.56], [-1.94, 0.83, -2.03], [-1.82, 2.49, 0.07], [1.21, 1.06, 0.37], [1.84, 1.25, 0.35], [-0.70, 0.72, 0.14], [0.97, 0.38, -0.06], [0.71, 0.45, 2.38], [-0.63, -1.30, 2.68], [-0.29, 1.87, 1.46], [-0.28, 0.44, 0.55], [-0.04, -0.26, 0.20], [-1.17, 1.85, 0.58], [0.26, 1.03, -0.06], [0.55, 2.37, -0.74], [-1.98, -2.23, 2.05], [2.51, 0.42, 0.96], [0.26, -0.23, 0.67], [-0.52, -0.98, -0.08], [0.33, -0.71, -0.28], [0.09, 0.22, -1.11], [-0.81, -0.80, 2.11]], "gap_ha": 0.3307, "e_above_lowest_ev": 3.7171, "e_homo_ev": -8.34, "lumo_ev": 0.66}

{"formula": "C11H16N3O", "method": "the ωB97M-V functional and the def2-TZVPD basis", "elements": ["C", "C", "C", "C", "C", "C", "C", "C", "C", "O", "N", "C", "C", "N", "N", "H", "H", "H", "H", "H", "H", "H", "H", "H", "H", "H", "H", "H", "H", "H", "H"], "positions_angstrom": [[-2.883, 1.300, -1.189], [-2.459, 0.184, -0.223], [-0.992, 0.006, -0.116], [-0.280, -1.061, -0.551], [-0.859, -2.258, -1.106], [-0.049, -3.230, -1.683], [1.327, -3.060, -1.852], [1.994, -1.965, -1.353], [1.202, -0.944, -0.561], [1.761, -1.044, 0.779], [1.494, 0.040, 1.672], [2.428, 0.011, 2.749], [0.772, 1.077, 1.305], [0.837, 2.175, 1.984], [-0.229, 1.112, 0.360], [-2.683, 2.239, -0.605], [-4.109, 1.360, -1.197], [-2.350, 1.448, -2.220], [-2.965, -0.755, -0.457], [-2.766, 0.547, 0.741], [-2.002, -2.343, -1.018], [-0.418, -4.276, -1.926], [1.931, -3.805, -2.323], [2.943, -1.780, -1.713], [1.407, -0.044, -1.020], [1.921, 0.235, 3.757], [2.840, -1.011, 2.606], [3.249, 0.733, 2.659], [1.691, 2.531, 2.446], [0.241, 2.987, 1.773], [-0.679, 2.008, 0.438]], "forces_ev_per_angstrom": [[-1.88, 2.08, -0.16], [-0.08, 0.21, -0.48], [1.20, -0.83, -0.95], [-0.50, 0.11, -0.43], [-0.86, -1.73, -0.56], [-3.48, -0.84, 1.24], [2.77, 2.36, 1.30], [-3.83, -1.85, -0.29], [0.56, -1.95, 0.13], [0.05, 0.53, 0.66], [-0.63, -0.28, -2.10], [0.33, -0.12, 1.58], [-1.51, -1.67, -1.40], [1.42, 4.45, 2.40], [0.42, -0.61, 0.75], [0.02, -0.37, -0.81], [3.19, -0.42, -0.59], [-1.28, -0.84, 1.88], [0.24, 0.17, 0.18], [-0.63, -0.24, 0.62], [2.10, -0.39, -0.23], [-0.08, 1.74, 0.05], [0.02, -0.36, -0.61], [2.04, 0.57, 0.01], [0.89, 2.54, -0.42], [0.62, -0.81, -1.53], [-0.09, 0.68, 1.00], [-0.09, -0.11, -0.32], [-0.63, -0.95, -0.40], [0.20, -1.00, 0.07], [-0.52, -0.08, -0.59]], "gap_ha": 0.2819, "e_above_lowest_ev": 3.8973, "e_homo_ev": -11.06, "charge": 1, "smiles": "CCC1=C2C=CC=C[C@@H]2ON(C)C(=[NH2+])N1", "lumo_ev": -3.38}

{"formula": "C11H16N3O", "method": "the ωB97M-V functional and the def2-TZVPD basis", "elements": ["C", "C", "N", "C", "C", "C", "C", "C", "N", "C", "O", "C", "C", "N", "C", "H", "H", "H", "H", "H", "H", "H", "H", "H", "H", "H", "H", "H", "H", "H", "H"], "positions_angstrom": [[-2.526, -0.624, -1.002], [-1.331, -0.296, -0.549], [-0.403, -1.027, 0.386], [-1.003, -2.271, 0.865], [-0.656, -2.878, 2.046], [0.222, -2.125, 2.937], [0.759, -0.989, 2.540], [0.704, -0.553, 1.158], [1.768, 0.160, 0.875], [1.980, 0.808, -0.400], [2.540, 2.099, -0.124], [0.750, 1.221, -1.361], [1.031, 0.538, -2.766], [-0.721, 1.037, -0.887], [-0.983, 1.965, 0.231], [-3.018, -0.112, -1.761], [-3.167, -1.518, -0.640], [-1.745, -2.634, 0.163], [-1.118, -3.914, 2.207], [0.079, -2.394, 3.961], [1.266, -0.316, 3.170], [2.512, 0.025, -0.945], [3.170, 2.077, 0.576], [0.810, 2.278, -1.460], [1.039, -0.448, -2.652], [1.989, 0.952, -3.065], [0.261, 0.807, -3.456], [-1.217, 1.407, -1.663], [-0.078, 2.204, 0.704], [-1.329, 3.097, -0.083], [-1.584, 1.425, 0.994]], "forces_ev_per_angstrom": [[-0.64, -2.68, 1.70], [3.32, -0.30, 1.41], [-2.59, -0.46, -0.47], [0.95, 0.24, 0.66], [-0.88, -0.18, -2.44], [-2.15, -1.10, 0.25], [-0.52, -0.46, -0.47], [2.20, 1.30, -0.21], [-2.90, -0.23, -0.82], [-1.96, 0.59, 1.00], [-0.80, -0.80, -1.81], [1.15, -2.17, -0.90], [-0.80, 4.75, 1.76], [0.88, -0.63, 0.20], [-1.47, 2.72, 0.91], [-0.53, 1.31, -1.09], [1.62, 1.59, -0.54], [0.31, -0.31, 0.27], [0.90, 1.87, 0.22], [0.81, -0.13, 0.65], [0.62, 0.44, 0.72], [0.97, 0.81, -0.44], [0.84, -0.49, 0.91], [0.00, 0.86, -0.08], [0.34, -4.28, 0.34], [0.02, -0.21, -0.27], [-0.37, 0.27, -0.73], [-0.85, 0.07, -1.06], [1.50, -0.03, 0.65], [0.17, -3.29, 0.40], [-0.13, 0.94, -0.71]], "gap_ha": 0.3078, "e_above_lowest_ev": 4.3063, "e_homo_ev": -11.70, "charge": 1, "smiles": "C=C1N2C=CC=CC2=N[C@H](O)[C@@H](C)[N@@H+]1C", "lumo_ev": -3.32}

{"formula": "C11H16N3O", "method": "the ωB97M-V functional and the def2-TZVPD basis", "elements": ["C", "C", "C", "C", "C", "C", "C", "C", "C", "C", "C", "N", "N", "N", "O", "H", "H", "H", "H", "H", "H", "H", "H", "H", "H", "H", "H", "H", "H", "H", "H"], "positions_angstrom": [[0.234, -1.081, -2.164], [-2.384, -1.251, -1.947], [-0.662, 1.755, -2.135], [-1.205, 0.666, -3.073], [-0.327, -1.901, 0.776], [-0.982, 1.573, -0.696], [0.849, -0.642, 2.741], [1.289, -0.083, 0.567], [-0.477, -0.974, 2.007], [-1.072, -0.594, -2.434], [-0.149, -0.464, 0.591], [1.269, -1.539, -1.941], [-1.055, 0.169, -0.287], [1.859, -0.708, 1.663], [-3.455, -0.750, -2.124], [-2.263, -2.156, -1.308], [0.443, 1.716, -2.249], [-1.007, 2.704, -2.540], [-2.151, 0.801, -3.604], [-0.340, 0.764, -3.858], [0.502, -2.618, 0.898], [-1.328, -2.298, 0.546], [-0.417, 2.086, 0.013], [-2.054, 1.734, -0.449], [0.865, 0.391, 3.160], [0.994, -1.445, 3.530], [1.911, -0.214, -0.339], [1.476, 1.020, 0.757], [-1.384, -0.697, 2.426], [2.689, -0.211, 2.042], [2.072, -1.664, 1.434]], "forces_ev_per_angstrom": [[-0.39, -1.08, -0.50], [0.93, -0.44, 0.52], [0.96, 0.90, -0.77], [2.34, 1.44, -2.67], [-1.17, -1.34, 2.67], [-3.33, -2.16, 0.94], [-2.09, -1.59, 1.77], [0.98, 4.53, -2.71], [2.84, 0.89, -1.83], [-0.90, -1.01, 2.68], [-0.03, 0.81, -2.27], [-0.02, 0.02, -0.19], [-0.16, -1.40, -0.59], [2.24, -0.62, 3.49], [0.28, 0.07, -0.41], [0.04, 0.21, -0.54], [-0.54, 0.25, 0.14], [0.16, 0.28, 0.27], [0.00, 0.21, 0.70], [-1.85, -0.55, 0.72], [-0.62, 0.21, -0.80], [0.88, -0.01, -0.26], [1.36, 1.33, 0.78], [0.49, 1.28, -0.68], [-0.07, -0.87, -0.20], [0.49, 1.25, -0.79], [-0.81, -0.59, 0.43], [-0.89, -0.80, -0.12], [-1.51, 0.18, 0.75], [-0.17, -0.77, -0.68], [0.53, -0.63, 0.15]], "gap_ha": [0.2746, 0.2901], "e_above_lowest_ev": 5.9836, "e_homo_ev": [-11.71, -12.33], "charge": 1, "lumo_ev": [-4.24, -4.44]}

{"formula": "C11H16N3O", "method": "the ωB97M-V functional and the def2-TZVPD basis", "elements": ["C", "C", "C", "C", "C", "C", "N", "C", "N", "N", "C", "C", "O", "C", "C", "H", "H", "H", "H", "H", "H", "H", "H", "H", "H", "H", "H", "H", "H", "H", "H"], "positions_angstrom": [[-4.113, 0.746, -1.216], [-2.819, 0.229, -0.791], [-1.774, -0.239, -0.429], [-0.625, -0.957, 0.108], [-0.735, -0.992, 1.631], [-0.600, 0.224, 2.320], [-0.745, 0.013, 3.698], [-0.918, -1.249, 3.871], [-0.883, -1.928, 2.594], [0.662, -0.232, -0.214], [0.838, 0.262, -1.537], [1.990, 1.295, -1.486], [3.204, 0.761, -0.975], [2.897, 0.240, 0.347], [1.874, -0.911, 0.279], [-4.633, 0.036, -1.867], [-4.664, 0.772, -0.256], [-4.225, 1.676, -1.684], [-0.728, -1.915, -0.386], [-0.421, 1.226, 1.918], [-1.068, -1.746, 4.941], [-1.043, -2.941, 2.256], [0.583, 0.629, 0.381], [-0.109, 0.655, -2.076], [1.184, -0.709, -2.004], [2.338, 1.581, -2.463], [1.449, 2.150, -0.932], [2.604, 1.055, 1.023], [3.836, -0.013, 0.962], [2.321, -1.614, -0.538], [1.740, -1.470, 1.235]], "forces_ev_per_angstrom": [[-0.86, -1.97, 1.67], [0.31, 0.45, -0.85], [-0.19, 0.39, 0.02], [-1.43, -0.51, 0.65], [0.91, 3.51, 0.76], [-0.43, -1.19, 0.74], [0.43, 0.72, -1.41], [-0.31, -2.28, 0.48], [-0.69, -2.61, -0.03], [-1.90, 0.63, 2.84], [0.83, -1.30, -3.71], [-0.85, 0.11, -0.27], [-1.48, -0.37, 2.37], [2.35, -0.05, 1.50], [2.70, -0.57, -1.03], [0.20, -0.13, 0.16], [-0.24, 0.19, -0.60], [0.67, 1.51, -0.50], [1.00, -0.56, 0.00], [-0.31, -0.35, 0.30], [0.34, 0.83, -2.95], [0.25, 2.16, 1.72], [-0.02, -0.83, -0.14], [1.53, -0.64, 1.39], [-0.42, 1.37, -0.69], [-0.75, 0.52, -0.54], [1.67, -0.58, -0.36], [-0.87, 0.17, -0.41], [-0.96, -0.36, -1.75], [-1.30, 0.97, 1.41], [-0.18, 0.75, -0.76]], "gap_ha": 0.3614, "e_above_lowest_ev": 4.3345, "e_homo_ev": -12.31, "charge": 1, "smiles": "CC#C[C@H](c1cnc[nH]1)[NH+]1CCOCC1", "lumo_ev": -2.48}

{"formula": "C11H16N4O3PdS2", "method": "the ωB97M-V functional and the def2-TZVPD basis", "elements": ["Pd", "C", "C", "N", "C", "S", "N", "N", "C", "C", "C", "C", "C", "C", "C", "N", "H", "H", "H", "H", "H", "H", "H", "H", "H", "H", "H", "H", "H", "C", "S", "O", "O", "O", "H", "H", "H"], "positions_angstrom": [[0.867, 0.102, -0.605], [-4.172, -2.509, -1.106], [-3.933, -1.526, -2.268], [-2.466, -1.488, -2.588], [-1.585, -1.043, -1.698], [0.052, -1.056, -2.253], [-1.989, -0.451, -0.512], [-0.983, 0.158, 0.065], [-1.248, 0.997, 1.080], [-2.500, 0.912, 1.801], [-0.007, 1.649, 1.636], [-0.077, 2.452, 2.796], [1.153, 2.885, 3.228], [2.368, 2.475, 2.653], [2.390, 1.612, 1.623], [1.179, 1.207, 1.025], [-5.241, -2.812, -0.973], [-3.915, -1.952, -0.181], [-3.489, -3.382, -1.145], [-4.232, -0.501, -2.013], [-4.494, -1.682, -3.247], [-2.146, -1.445, -3.561], [-2.735, 1.890, 2.284], [-2.225, 0.184, 2.595], [-3.246, 0.546, 1.090], [-0.985, 2.839, 3.240], [1.102, 3.561, 4.089], [3.373, 2.736, 3.013], [3.323, 1.371, 1.024], [4.952, -1.191, -2.158], [4.065, -0.755, -0.591], [4.978, 0.095, 0.113], [3.602, -1.947, 0.086], [2.869, 0.002, -1.214], [5.676, -1.934, -1.942], [5.420, -0.288, -2.497], [4.299, -1.712, -2.889]], "forces_ev_per_angstrom": [[0.91, 0.19, 1.14], [-0.40, 0.42, 0.62], [0.24, 0.16, -1.36], [-1.86, -0.12, -0.24], [0.87, 1.11, 0.37], [-0.58, -0.70, -0.53], [0.07, -0.76, -1.87], [1.30, -1.56, -2.39], [3.48, 2.96, 2.57], [-0.08, 0.57, 0.76], [-2.72, -2.65, -1.69], [1.89, 0.26, -0.98], [-0.73, 0.69, 1.39], [1.05, 0.22, 1.12], [-1.35, -0.83, -3.61], [0.89, 1.75, 2.43], [0.91, 0.11, -0.44], [-0.09, -0.47, -0.47], [-0.63, 0.40, -0.23], [0.03, -0.20, 0.37], [0.83, -0.49, 1.31], [-0.36, -0.34, 0.76], [-0.16, -0.89, -0.42], [-0.96, 0.10, -0.11], [-0.24, 0.10, 0.73], [0.00, -0.33, -0.15], [0.58, -0.19, -0.31], [-0.81, 0.34, 0.19], [-1.27, -0.05, 1.14], [-1.58, -0.58, 0.66], [-1.26, -1.00, -2.48], [0.12, 0.66, 0.50], [0.27, 0.34, -0.16], [0.61, 0.00, 0.68], [1.01, -0.49, 0.65], [0.03, 0.37, -0.40], [0.00, 0.91, 0.46]], "multiplicity": 3, "gap_ha": [0.2420, 0.2231], "e_above_lowest_ev": 0.1934, "e_homo_ev": [-6.32, -8.76], "lumo_ev": [0.27, -2.69]}

{"formula": "C11H16NdO5P", "method": "the ωB97M-V functional and the def2-TZVPD basis", "elements": ["O", "C", "Nd", "C", "O", "C", "O", "C", "O", "C", "O", "H", "C", "C", "P", "C", "C", "C", "C", "H", "H", "H", "H", "H", "H", "H", "H", "H", "H", "H", "H", "H", "H", "H"], "positions_angstrom": [[-1.477, 3.497, -7.168], [-1.491, 3.476, -6.062], [-1.473, 1.731, -2.093], [-1.576, 1.658, 0.121], [-1.560, 1.876, 1.312], [-1.470, -0.787, -1.765], [-1.434, -1.974, -1.752], [0.629, 1.249, -2.128], [1.802, 1.212, -2.288], [-3.601, 1.165, -2.163], [-4.695, 1.122, -2.415], [-1.433, 0.909, -3.672], [-1.281, -2.176, 1.431], [-0.562, -0.851, 1.662], [0.403, -0.251, 0.214], [1.259, 1.333, 0.759], [1.535, 1.442, 2.244], [1.581, -1.663, 0.181], [2.187, -2.064, 1.532], [-2.017, -2.087, 0.628], [-1.822, -2.438, 2.349], [-0.596, -2.997, 1.203], [-1.322, -0.136, 1.975], [0.130, -0.914, 2.512], [2.183, 1.425, 0.178], [0.696, 2.251, 0.494], [2.238, 0.683, 2.594], [1.998, 2.419, 2.428], [0.610, 1.401, 2.829], [1.067, -2.540, -0.250], [2.388, -1.386, -0.508], [2.733, -1.243, 2.007], [1.460, -2.474, 2.243], [2.913, -2.868, 1.370]], "forces_ev_per_angstrom": [[0.02, 0.08, -1.78], [-0.02, -0.14, 1.94], [1.41, 6.76, -1.17], [-1.30, 0.35, 12.40], [-0.32, -0.87, -8.17], [-0.11, -7.06, -0.41], [-0.19, 6.67, -0.17], [11.92, -2.25, -2.11], [-6.15, 0.27, 0.89], [-6.92, -2.19, -1.09], [1.22, 0.07, 0.45], [-0.42, -2.05, -1.61], [-0.05, -0.24, 0.13], [-0.83, 0.39, 0.29], [0.20, 0.77, 1.66], [0.41, -0.09, -0.12], [0.27, 0.30, 0.37], [0.56, -0.16, -0.98], [0.20, -0.02, 0.45], [0.08, -0.17, 0.20], [0.14, 0.01, -0.25], [-0.18, 0.07, -0.02], [0.24, -0.05, -0.03], [0.00, 0.05, -0.35], [0.00, -0.22, 0.18], [0.03, -0.63, -0.24], [-0.22, 0.10, 0.04], [-0.07, -0.20, 0.08], [0.25, -0.07, -0.02], [0.06, 0.50, -0.04], [-0.10, -0.17, 0.00], [-0.16, -0.20, -0.09], [0.11, 0.21, -0.24], [-0.09, 0.17, -0.20]], "multiplicity": 4, "gap_ha": [0.2214, 0.2293], "e_above_lowest_ev": 6.5682, "e_homo_ev": [-16.09, -16.14], "charge": 2, "lumo_ev": [-10.06, -9.90]}